(1)
Below is C52H120F3N4O13Y as an isolated structure in a non-equilibrium geometry, with properties calculated with the ωB97M-V functional and the def2-TZVPD basis.

XYZ file:
```
193
C52H120F3N4O13Y, DFT the ωB97M-V functional and the def2-TZVPD basis
Y 4.597 -1.595 1.790
C 1.695 0.634 1.943
O 1.262 -0.157 0.838
O 3.088 0.256 2.133
C 1.387 2.182 1.782
F 1.981 2.688 0.676
F 0.072 2.435 1.541
F 1.791 2.858 2.864
C -0.152 -0.249 0.607
C -0.294 -1.363 -0.488
H -0.334 -1.060 -1.534
H 0.511 -2.069 -0.288
H -1.234 -1.869 -0.267
H -0.639 0.671 0.282
H -0.785 -0.386 1.483
H 1.163 0.274 2.823
O 3.005 -2.111 0.249
H 2.751 -2.729 -0.437
H 2.192 -1.662 0.481
O 2.196 -1.158 5.205
H 1.670 -0.704 5.863
H 2.540 -1.926 5.661
O 2.797 -2.629 2.964
H 2.355 -2.054 3.589
H 2.356 -3.473 3.062
C -4.839 -0.066 -4.422
C -3.285 0.060 -4.709
C -3.094 -0.242 -6.266
C -3.521 0.829 -7.212
C -3.077 2.215 -6.838
C -3.244 2.627 -5.310
N -2.792 1.472 -4.440
O -2.801 1.719 -3.079
C -2.095 3.722 -5.093
C -4.660 3.193 -5.075
C -2.638 -1.142 -3.981
H -5.460 0.310 -5.235
H -5.098 0.482 -3.515
H -5.157 -1.073 -4.151
H -2.084 -0.651 -6.281
H -3.608 -1.128 -6.637
H -4.608 0.800 -7.134
H -3.265 0.534 -8.230
H -3.792 2.801 -7.415
H -2.162 2.536 -7.337
H -2.331 4.624 -5.659
H -2.033 3.971 -4.033
H -1.127 3.362 -5.439
H -4.927 3.163 -4.019
H -4.623 4.212 -5.461
H -5.501 2.827 -5.663
H -2.886 -0.969 -2.934
H -1.562 -1.312 -4.015
H -3.034 -2.101 -4.313
H -1.848 1.810 -3.015
C 3.073 -4.931 4.865
C 1.559 -5.408 4.985
C 1.125 -4.896 6.460
C -0.368 -4.908 6.696
C -1.137 -4.095 5.691
C -0.823 -4.516 4.214
N 0.654 -4.703 4.034
O 0.940 -4.994 2.781
C -1.679 -5.720 3.862
C -1.343 -3.308 3.318
C 1.489 -6.947 5.058
H 3.817 -5.509 5.414
H 3.332 -3.875 4.948
H 3.408 -5.014 3.831
H 1.697 -5.472 7.188
H 1.428 -3.853 6.555
H -0.544 -4.420 7.655
H -0.766 -5.921 6.752
H -0.988 -3.021 5.802
H -2.203 -4.217 5.886
H -2.725 -5.413 3.880
H -1.542 -6.315 2.959
H -1.511 -6.337 4.744
H -0.707 -2.424 3.349
H -1.367 -3.543 2.254
H -2.351 -3.021 3.618
H 0.578 -7.273 5.561
H 2.264 -7.358 5.705
H 1.362 -7.421 4.085
H 0.426 -5.796 2.659
C 2.402 -0.541 -2.933
C 3.259 0.746 -2.674
C 4.425 0.649 -3.765
C 5.033 2.008 -4.194
C 3.888 3.027 -4.567
C 2.799 3.246 -3.376
N 2.352 1.910 -2.930
O 1.153 1.972 -2.311
C 3.430 4.066 -2.196
C 1.743 4.154 -4.092
C 3.854 0.916 -1.284
H 2.985 -1.383 -3.304
H 1.685 -0.429 -3.747
H 1.843 -0.812 -2.038
H 5.209 0.035 -3.321
H 4.106 0.008 -4.586
H 5.528 1.761 -5.134
H 5.762 2.374 -3.472
H 3.487 2.767 -5.547
H 4.380 3.959 -4.844
H 2.765 4.027 -1.333
H 4.362 3.894 -1.657
H 3.753 5.048 -2.542
H 2.226 4.955 -4.651
H 1.027 3.534 -4.630
H 1.018 4.650 -3.446
H 4.822 0.432 -1.154
H 3.167 0.440 -0.584
H 4.098 1.964 -1.112
H 1.405 2.227 -1.420
C -7.453 -4.510 -2.277
C -5.960 -4.216 -1.860
C -5.990 -4.579 -0.332
C -4.457 -4.683 0.229
C -3.728 -5.749 -0.604
C -3.535 -5.343 -2.064
N -4.888 -5.037 -2.606
O -4.859 -4.628 -3.973
C -2.409 -4.233 -2.239
C -2.974 -6.607 -2.784
C -5.739 -2.683 -2.097
H -7.591 -4.302 -3.338
H -8.203 -3.871 -1.811
H -7.741 -5.546 -2.098
H -6.484 -3.757 0.186
H -6.663 -5.404 -0.102
H -4.398 -4.938 1.287
H -4.038 -3.695 0.038
H -4.242 -6.671 -0.334
H -2.766 -5.852 -0.102
H -1.437 -4.659 -1.990
H -2.295 -3.934 -3.281
H -2.635 -3.287 -1.748
H -3.653 -7.460 -2.816
H -2.665 -6.394 -3.807
H -2.074 -6.893 -2.240
H -6.243 -2.348 -3.003
H -4.714 -2.314 -2.077
H -6.309 -2.161 -1.328
H -5.279 -5.325 -4.483
C 3.327 5.805 1.037
C 3.116 7.217 1.562
C 2.319 7.175 2.935
O 4.378 7.712 1.836
H 2.322 5.395 1.132
H 3.966 5.254 1.728
H 3.640 5.680 0.000
H 2.613 7.798 0.788
H 2.862 6.550 3.644
H 1.422 6.584 2.748
H 2.044 8.160 3.313
H 4.820 7.125 2.453
C -0.181 4.412 -0.576
C -1.499 5.057 -0.126
C -1.390 6.032 1.032
O -2.098 5.717 -1.269
H 0.293 5.052 -1.320
H -0.174 3.340 -0.771
H 0.583 4.734 0.132
H -2.252 4.311 0.126
H -0.958 5.595 1.932
H -2.449 6.224 1.205
H -0.827 6.931 0.781
H -2.040 5.047 -1.954
C 7.824 1.136 2.789
C 6.431 1.214 2.317
C 6.009 2.565 1.661
O 6.243 0.133 1.383
H 8.013 1.849 3.591
H 8.483 1.332 1.943
H 7.878 0.164 3.280
H 5.744 0.896 3.101
H 5.081 2.318 1.145
H 6.667 2.824 0.831
H 6.158 3.398 2.348
H 7.081 0.136 0.914
C -0.545 4.269 4.476
C -0.751 3.594 5.849
C 0.623 3.379 6.568
O -1.494 4.231 6.720
H 0.235 5.024 4.581
H -1.450 4.643 3.997
H -0.262 3.640 3.633
H -1.144 2.599 5.643
H 1.327 2.666 6.139
H 0.570 3.004 7.590
H 1.247 4.266 6.680
H -2.265 4.528 6.231
```

Output
Kohn-Sham gap	2.847	eV
charge	+2
2S+1	1

Atomic partial charges in e from the Mulliken method, atoms 1 to 6:
1. Y 1.21
2. C -0.15
3. O 1.31
4. O -0.82
5. C 0.34
6. F 0.11

(2)
Below is C52H126CoN6O14P as an isolated structure in a non-equilibrium geometry, with properties calculated with the ωB97M-V functional and the def2-TZVPD basis.

XYZ file:
```
200
C52H126CoN6O14P, DFT the ωB97M-V functional and the def2-TZVPD basis
Co 0.152 0.255 -0.821
P -1.097 -1.672 -1.173
O -1.673 -0.208 -0.872
O -0.055 -1.151 -2.216
O -2.081 -2.897 -1.350
O -0.167 -1.603 0.038
C 4.394 0.199 6.031
C 3.635 1.431 5.433
N 2.070 1.444 5.503
C 1.768 2.735 4.832
C 1.575 0.269 4.611
C 0.084 -0.007 4.287
C 1.397 1.217 6.835
C 1.573 2.338 7.891
O 2.914 2.408 8.125
C 3.329 1.696 9.344
H 5.204 -0.082 5.357
H 3.901 -0.746 6.258
H 4.970 0.469 6.916
H 3.911 1.538 4.384
H 4.044 2.313 5.926
H 2.005 2.706 3.768
H 2.179 3.544 5.435
H 0.683 2.835 4.806
H 1.915 -0.676 5.036
H 2.039 0.341 3.628
H -0.552 -0.118 5.166
H 0.005 -0.861 3.614
H -0.384 0.876 3.851
H 1.775 0.280 7.243
H 0.326 1.039 6.740
H 0.982 2.420 8.803
H 1.361 3.298 7.420
H 2.989 2.126 10.286
H 4.416 1.662 9.410
H 2.943 0.677 9.367
C 4.044 -5.814 2.738
C 3.956 -4.326 2.338
N 2.830 -3.773 1.448
C 1.459 -4.236 2.024
C 2.757 -2.181 1.570
C 4.070 -1.569 1.143
C 2.995 -4.288 -0.030
C 2.216 -3.436 -1.016
O 2.491 -4.129 -2.211
C 1.961 -3.346 -3.334
H 3.282 -6.085 3.469
H 5.027 -6.008 3.166
H 4.018 -6.500 1.891
H 4.919 -4.053 1.909
H 3.885 -3.809 3.295
H 1.574 -4.237 3.107
H 1.368 -5.271 1.693
H 0.650 -3.623 1.626
H 2.545 -1.951 2.614
H 1.996 -1.751 0.918
H 4.926 -1.977 1.681
H 4.056 -0.483 1.236
H 4.312 -1.833 0.113
H 2.768 -5.342 0.130
H 4.071 -4.221 -0.194
H 2.523 -2.400 -1.161
H 1.141 -3.551 -0.878
H 1.946 -3.866 -4.292
H 2.520 -2.413 -3.409
H 0.899 -3.221 -3.126
C -5.804 4.519 -0.162
C -4.285 4.527 0.114
N -3.397 4.613 -1.167
C -3.573 3.315 -1.853
C -3.916 5.819 -2.052
C -3.100 6.212 -3.360
C -1.909 4.861 -0.810
C -1.350 4.016 0.344
O -1.960 4.475 1.580
C -1.458 3.842 2.791
H -6.478 4.576 0.692
H -6.114 3.778 -0.899
H -6.105 5.511 -0.498
H -4.023 3.621 0.660
H -3.993 5.400 0.697
H -3.250 2.513 -1.190
H -2.842 3.249 -2.660
H -4.604 3.191 -2.185
H -4.045 6.629 -1.333
H -4.929 5.548 -2.349
H -2.087 6.477 -3.054
H -3.582 6.926 -4.028
H -2.987 5.327 -3.986
H -1.791 5.903 -0.510
H -1.306 4.647 -1.692
H -0.266 4.062 0.235
H -1.567 2.951 0.257
H -1.558 2.758 2.720
H -2.111 4.103 3.623
H -0.460 4.175 3.074
C 4.325 0.995 -5.184
C 5.821 1.000 -4.635
N 5.914 1.068 -3.063
C 5.401 2.515 -2.604
C 5.058 -0.087 -2.339
C 5.566 -1.580 -2.518
C 7.408 0.916 -2.726
C 7.761 1.032 -1.130
O 7.119 0.073 -0.233
C 6.946 0.385 1.103
H 3.803 1.926 -4.962
H 3.740 0.155 -4.812
H 4.281 0.851 -6.264
H 6.275 1.907 -5.035
H 6.447 0.225 -5.077
H 6.078 3.298 -2.945
H 5.350 2.615 -1.519
H 4.359 2.666 -2.883
H 4.022 -0.112 -2.677
H 5.032 0.128 -1.270
H 5.680 -1.878 -3.560
H 4.982 -2.380 -2.063
H 6.564 -1.660 -2.087
H 7.890 1.789 -3.168
H 7.758 0.092 -3.348
H 7.612 2.046 -0.758
H 8.784 0.687 -0.980
H 6.159 1.131 1.217
H 7.851 0.594 1.673
H 6.588 -0.561 1.510
C -5.047 -3.889 -4.878
C -4.695 -2.511 -5.505
N -3.552 -1.740 -4.802
C -2.185 -2.435 -4.737
C -3.342 -0.435 -5.720
C -2.678 0.788 -4.996
C -3.866 -1.463 -3.302
C -5.364 -0.891 -3.024
O -5.714 0.193 -3.890
C -7.077 0.580 -3.835
H -4.221 -4.600 -4.860
H -5.770 -4.424 -5.495
H -5.538 -3.738 -3.916
H -5.604 -1.910 -5.534
H -4.373 -2.602 -6.543
H -2.286 -3.406 -4.253
H -1.572 -1.649 -4.296
H -1.950 -2.622 -5.784
H -4.335 -0.207 -6.109
H -2.781 -0.867 -6.549
H -1.722 0.491 -4.566
H -3.334 1.090 -4.180
H -2.409 1.681 -5.559
H -3.133 -0.743 -2.937
H -3.869 -2.387 -2.723
H -5.557 -0.601 -1.991
H -6.062 -1.719 -3.148
H -7.715 -0.178 -4.290
H -7.219 1.340 -4.603
H -7.267 0.743 -2.774
C -2.178 -3.170 3.349
C -2.999 -3.113 2.046
N -3.923 -1.870 1.878
C -4.961 -1.848 2.992
C -3.039 -0.601 1.997
C -3.667 0.752 1.515
C -4.674 -1.905 0.478
C -5.218 -3.259 0.037
O -6.207 -3.754 0.894
C -6.926 -4.872 0.337
H -1.703 -4.125 3.575
H -2.747 -2.993 4.262
H -1.363 -2.452 3.261
H -3.723 -3.923 1.961
H -2.385 -3.005 1.152
H -4.615 -1.369 3.908
H -5.391 -2.840 3.126
H -5.768 -1.210 2.633
H -2.166 -0.760 1.364
H -2.685 -0.549 3.027
H -4.734 0.826 1.727
H -3.517 0.989 0.462
H -3.274 1.633 2.022
H -3.900 -1.575 -0.215
H -5.460 -1.150 0.471
H -4.472 -4.036 -0.128
H -5.632 -2.932 -0.916
H -7.673 -5.086 1.101
H -6.170 -5.649 0.222
H -7.350 -4.635 -0.639
C 1.244 1.733 -3.791
C 0.017 2.478 -3.195
O -0.574 3.346 -3.878
O -0.233 2.142 -2.031
H 0.825 0.756 -4.031
H 2.122 1.554 -3.170
H 1.624 2.153 -4.722
C 3.011 2.570 0.621
C 2.139 1.380 0.205
O 1.056 1.231 0.811
O 2.393 0.621 -0.837
H 2.601 3.400 0.047
H 4.016 2.441 0.220
H 3.057 3.000 1.622
```

Output
Kohn-Sham gap (alpha / beta)	6.695 / 6.761	eV
charge	+3
2S+1	4

Atomic partial charges in e from the Mulliken method, atoms 1 to 6:
1. Co -0.22
2. P 1.11
3. O 0.27
4. O -0.47
5. O -1.06
6. O -0.92

Number 1: energy -97619.3406 eV. Number 2: energy -140461.2224 eV.